No. 1
Here is a structure of composition C2H7OS2 from OMol25. Energies are from ωB97M-V with the def2-TZVPD basis set.

The value obtained for the LUMO energy is 3.7312 eV. The energy above the lowest of the compared OMol25 structures with the same formula, charge and spin comes out at 56.28 kcal per mole. The HOMO-LUMO gap is 0.22959 Ha. For the total energy, the calculation gives -25904.454 eV. The total charge is -1.

Geometry (Å):
C  -1.986  -0.499  -0.839
O  -2.996  -0.850  -1.543
H  -1.746  -1.170  0.021
H  -0.440  -0.307  3.092
H  -1.290  0.531  -0.922
C  1.645  0.993  -0.616
S  1.065  -0.456  0.326
S  0.701  -2.128  -0.790
H  0.901  1.849  -0.616
H  1.821  0.631  -1.684
H  2.616  1.332  -0.240
H  -0.291  0.073  3.810



No. 2
Here is a cluster of 3 separate species, C2H7OS2 in total from OMol25. Energies are from ωB97M-V with the def2-TZVPD basis set.

The value obtained for the LUMO energy is 3.5904 eV. The energy above the lowest of the compared OMol25 structures with the same formula, charge and spin comes out at 39.79 kcal per mole. The HOMO-LUMO gap is 0.22428 Ha. For the total energy, the calculation gives -25905.169 eV. The total charge is -1.

Geometry (Å):
C  2.214  -2.243  1.489
O  3.386  -2.448  1.301
H  1.847  -1.230  1.701
H  -0.356  4.765  -3.954
H  1.483  -3.060  1.533
C  -1.386  0.244  -0.041
S  -0.889  -1.495  0.055
S  -0.979  -1.821  2.102
H  -1.455  0.464  -1.109
H  -2.321  0.344  0.520
H  -0.839  1.071  0.437
H  -0.705  5.410  -4.035



No. 3
Here is a structure of composition C2H7PS2 from OMol25. Energies are from ωB97M-V with the def2-TZVPD basis set.

The value obtained for the LUMO energy (alpha / beta) is -0.9691 / -0.9685 eV. The energy above the lowest of the compared OMol25 structures with the same formula, charge and spin comes out at 38.81 kcal per mole. The HOMO-LUMO gap (alpha / beta) is 0.27233 / 0.27236 Ha. For the total energy, the calculation gives -33145.459 eV. The total charge is 0.

Geometry (Å):
C  -0.733  -2.077  -0.944
C  0.490  2.335  1.299
P  0.141  -0.523  -0.443
S  2.070  -0.745  -0.389
S  -0.773  0.326  1.140
H  -0.592  -2.767  -0.118
H  -1.668  -1.721  -1.269
H  -0.316  -2.746  -1.819
H  1.235  2.189  2.055
H  -0.445  2.845  1.563
H  0.846  2.584  0.374
H  -0.255  0.301  -1.450



No. 4
Here is a cluster of 2 separate species, C2H7PS3 in total from OMol25. Energies are from ωB97M-V with the def2-TZVPD basis set.

The value obtained for the LUMO energy is 0.4455 eV. The energy above the lowest of the compared OMol25 structures with the same formula, charge and spin comes out at 33.28 kcal per mole. The HOMO-LUMO gap is 0.34736 Ha. For the total energy, the calculation gives -43981.275 eV. The total charge is 0.

Geometry (Å):
S  2.993  -0.382  -1.664
P  2.483  -0.088  0.223
S  1.667  1.781  0.552
S  1.109  -1.332  1.078
H  3.303  -0.080  1.258
H  1.140  1.864  -0.678
H  0.362  -1.927  0.184
C  -2.321  0.103  0.532
C  -2.069  -0.118  -0.756
H  -2.252  1.149  0.864
H  -2.451  -0.662  1.226
H  -1.928  0.714  -1.510
H  -2.034  -1.021  -1.309



No. 5
Here is a cluster of 2 separate species, C2H7S in total from OMol25. Energies are from ωB97M-V with the def2-TZVPD basis set.

The value obtained for the LUMO energy is 2.3917 eV. The energy above the lowest of the compared OMol25 structures with the same formula, charge and spin comes out at 28.55 kcal per mole. The HOMO-LUMO gap is 0.16550 Ha. For the total energy, the calculation gives -13022.379 eV. The total charge is -1.

Geometry (Å):
C  2.495  1.083  -5.255
H  3.328  0.714  -4.573
H  1.503  0.469  -5.020
H  2.686  0.971  -6.322
H  2.448  2.116  -5.137
C  -2.504  -1.051  5.118
S  -1.754  -1.531  6.933
H  -2.259  -1.666  4.219
H  -3.618  -1.153  5.177
H  -2.325  0.049  4.861



No. 6
Here is a cluster of 2 separate species, C2H7S in total from OMol25. Energies are from ωB97M-V with the def2-TZVPD basis set.

The value obtained for the LUMO energy is 3.5386 eV. The energy above the lowest of the compared OMol25 structures with the same formula, charge and spin comes out at 4.10 kcal per mole. The HOMO-LUMO gap is 0.21473 Ha. For the total energy, the calculation gives -13023.440 eV. The total charge is -1.

Geometry (Å):
S  -4.272  0.257  -1.186
H  -4.238  0.233  0.157
C  1.769  -0.123  0.423
C  0.362  0.019  -0.180
H  2.498  -0.389  -0.334
H  1.804  -0.924  1.169
H  2.089  0.783  0.924
H  -0.208  0.775  0.349
H  0.422  0.267  -1.234
H  -0.226  -0.896  -0.088



No. 7
Here is a cluster of 2 separate species, C2H8 in total from OMol25. Energies are from ωB97M-V with the def2-TZVPD basis set.

The value obtained for the LUMO energy is 1.0071 eV. The energy above the lowest of the compared OMol25 structures with the same formula, charge and spin comes out at 36.05 kcal per mole. The HOMO-LUMO gap is 0.45583 Ha. For the total energy, the calculation gives -2202.070 eV. The total charge is 0.

Geometry (Å):
C  1.813  -2.730  3.116
H  2.176  -1.729  3.392
H  2.374  -3.096  2.244
H  0.743  -2.677  2.868
H  1.960  -3.419  3.962
C  1.508  -1.299  1.359
H  1.145  -2.300  1.083
H  1.361  -0.610  0.513
H  2.578  -1.351  1.607
H  0.947  -0.933  2.231



No. 8
Here is a cluster of 2 separate species, C2H8 in total from OMol25. Energies are from ωB97M-V with the def2-TZVPD basis set.

The value obtained for the LUMO energy is 1.1298 eV. The energy above the lowest of the compared OMol25 structures with the same formula, charge and spin comes out at 0.15 kcal per mole. The HOMO-LUMO gap is 0.51890 Ha. For the total energy, the calculation gives -2203.627 eV. The total charge is 0.

Geometry (Å):
C  9.153  -5.238  0.879
H  9.656  -4.469  1.484
H  9.324  -5.036  -0.189
H  8.073  -5.219  1.087
H  9.557  -6.229  1.134
C  7.846  -7.682  3.063
H  7.178  -8.146  3.804
H  7.368  -7.706  2.072
H  8.795  -8.238  3.026
H  8.044  -6.639  3.350



No. 9
Here is a cluster of 2 separate species, C2H8 in total from OMol25. Energies are from ωB97M-V with the def2-TZVPD basis set.

The value obtained for the LUMO energy is 1.0203 eV. The energy above the lowest of the compared OMol25 structures with the same formula, charge and spin comes out at 21.73 kcal per mole. The HOMO-LUMO gap is 0.47846 Ha. For the total energy, the calculation gives -2202.691 eV. The total charge is 0.

Geometry (Å):
C  -2.722  -0.196  0.434
H  -3.065  -1.258  0.225
H  -3.326  0.127  1.233
H  -1.940  -0.592  1.090
H  -2.688  0.332  -0.527
C  2.814  0.316  -0.482
H  1.929  -0.111  0.091
H  2.262  0.801  -1.252
H  3.261  1.004  0.123
H  3.476  -0.423  -0.935



No. 10
Here is a cluster of 2 separate species, C2H8 in total from OMol25. Energies are from ωB97M-V with the def2-TZVPD basis set.

The value obtained for the LUMO energy is 1.2405 eV. The energy above the lowest of the compared OMol25 structures with the same formula, charge and spin comes out at 12.88 kcal per mole. The HOMO-LUMO gap is 0.48949 Ha. For the total energy, the calculation gives -2203.075 eV. The total charge is 0.

Geometry (Å):
C  -2.950  -0.915  3.193
H  -2.983  -0.256  4.111
H  -3.830  -1.302  2.720
H  -2.340  -1.752  3.586
H  -2.058  -0.656  2.526
C  2.849  0.967  -3.236
H  1.976  0.461  -2.832
H  3.410  1.397  -2.440
H  2.500  1.820  -3.820
H  3.425  0.237  -3.809